# C23H14ClN3O5Ta

A molecular structure, C23H14ClN3O5Ta (wB97M-V/def2-TZVPD, the Open Molecules 2025 dataset).

```
47
C23H14ClN3O5Ta wB97M-V/def2-TZVPD
Ta 0.5502 -0.1938 0.0089
Cl 4.4973 3.8692 -4.6929
C 3.7651 2.7451 -3.6405
C 4.1432 1.3998 -3.6831
C 3.5674 0.4573 -2.8361
C 2.6009 0.8770 -1.9598
O 2.0091 -0.0296 -1.0960
C 2.1925 2.2257 -1.8798
C 1.2755 2.6906 -0.9069
N 0.5758 1.9298 -0.0882
C -0.1199 2.4877 1.0315
C -0.7404 3.7085 1.1017
C -1.3129 4.1379 2.3152
C -1.2500 3.3569 3.4384
C -0.6381 2.0810 3.3853
C -0.4973 1.2291 4.4996
C 0.1287 0.0039 4.3716
C 0.5762 -0.4016 3.1268
N 0.4683 0.3825 2.0349
C -0.1002 1.6463 2.1613
C 2.8081 3.1594 -2.7361
H 4.9063 1.0904 -4.3861
H 3.8790 -0.5779 -2.8635
H 1.1825 3.7689 -0.7940
H -0.7953 4.3553 0.2343
H -1.7937 5.1057 2.3534
H -1.6637 3.7049 4.3764
H -0.8788 1.5474 5.4633
H 0.2586 -0.6544 5.2188
H 1.0279 -1.3764 2.9876
H 2.5271 4.2043 -2.6911
O -1.1934 -0.1775 -0.9039
C -2.0404 -1.1295 -1.1980
C -1.8676 -2.4739 -0.9120
C -2.8739 -3.3875 -1.3274
C -2.6974 -4.7126 -1.0568
C -1.5698 -5.1871 -0.3934
C -0.5633 -4.3132 0.0284
C -0.7132 -2.9766 -0.2273
O 0.2271 -2.0702 0.1388
N -3.7461 -5.6809 -1.4872
O -3.5403 -6.8359 -1.2172
O -4.6936 -5.2048 -2.0620
H -2.9364 -0.7861 -1.7124
H -3.7653 -3.0584 -1.8501
H -1.4915 -6.2538 -0.2132
H 0.3155 -4.6832 0.5388
```

Its energy relative to the best compared isomer or geometry (same formula, charge and spin) is 0.00 kcal per mole. The value obtained for the HOMO-LUMO gap is 5.6 eV. Its total charge is +3. As for the lowest unoccupied orbital energy: -0.43427 hartree.